{
  "formula": "C32H43Ge2NOS4Ti",
  "method": "the ωB97M-V functional and the def2-TZVPD basis",
  "spin_multiplicity": 3,
  "charge": -2,
  "s_squared": 2.04,
  "relative_energy_ev": 1.676,
  "e_tot_ev": -216909.129,
  "symbols": ["Ti", "S", "S", "S", "S", "C", "C", "Ge", "C", "C", "C", "C", "Ge", "C", "C", "C", "C", "C", "C", "C", "C", "C", "C", "H", "H", "H", "H", "H", "H", "H", "H", "H", "H", "H", "H", "H", "H", "H", "H", "H", "H", "H", "H", "H", "H", "H", "H", "H", "H", "C", "C", "C", "O", "H", "H", "H", "H", "H", "H", "H", "N", "C", "C", "C", "C", "C", "C", "C", "C", "C", "C", "C", "C", "C", "H", "H", "H", "H", "H", "H", "H", "H", "H", "H"],
  "positions_angstrom": [[0.2136, 0.3116, 0.1811], [-0.3742, 0.3457, 2.6704], [1.1334, -0.7911, 3.3608], [2.8984, 0.1644, 2.7852], [2.4943, 1.2259, 1.1933], [0.1384, 1.9186, -4.7939], [0.8167, 1.5120, -3.4734], [0.0004, 0.0216, -2.3927], [0.5087, -1.6272, -3.4113], [-0.0450, -1.7679, -4.8395], [-1.9265, 0.1209, -2.8600], [-2.9238, -0.0008, -1.9818], [-2.3359, -0.0881, -0.0320], [-2.9502, -1.8043, 0.7846], [-4.4276, -2.2015, 0.9519], [-3.2373, 1.4095, 0.9783], [-4.7507, 1.6656, 1.0769], [-4.3615, -0.0569, -2.4615], [-4.7208, -0.0217, -3.8171], [-6.0463, -0.0828, -4.2313], [-7.0769, -0.1862, -3.3014], [-6.7498, -0.2346, -1.9575], [-5.4160, -0.1742, -1.5545], [0.5799, 2.8293, -5.2244], [-0.9311, 2.1148, -4.6428], [0.2149, 1.1336, -5.5526], [0.8276, 2.3720, -2.7948], [1.8681, 1.2471, -3.6486], [0.1728, -2.4711, -2.7964], [1.6025, -1.6789, -3.4295], [-1.1423, -1.7361, -4.8445], [0.2569, -2.7150, -5.3099], [0.3057, -0.9596, -5.4904], [-2.1789, 0.2054, -3.9285], [-2.4675, -1.7706, 1.7648], [-2.4277, -2.5756, 0.2101], [-4.9958, -1.4405, 1.5035], [-4.5261, -3.1436, 1.5122], [-4.9230, -2.3481, -0.0125], [-2.7551, 2.3008, 0.5642], [-2.8364, 1.2904, 1.9894], [-5.1906, 1.8934, 0.1026], [-4.9619, 2.5203, 1.7358], [-5.2920, 0.8050, 1.4902], [-3.9442, 0.0512, -4.5691], [-6.2764, -0.0543, -5.2922], [-8.1113, -0.2342, -3.6235], [-7.5322, -0.3233, -1.2090], [-5.1692, -0.2243, -0.5039], [-0.0132, 3.9531, 1.3215], [0.1628, 3.4650, -0.1108], [-0.7780, 4.2191, -1.0406], [-0.0564, 2.0864, -0.2408], [0.1631, 5.0360, 1.3857], [0.6806, 3.4439, 1.9854], [-1.0291, 3.7303, 1.6624], [1.1897, 3.7022, -0.4236], [-1.8079, 4.1422, -0.6753], [-0.7393, 3.7793, -2.0395], [-0.5025, 5.2793, -1.1031], [0.8819, -1.3716, 0.2117], [1.6827, -2.4350, 0.1113], [1.0740, -3.7779, 0.1836], [-0.1742, -3.9272, 0.8163], [-0.8256, -5.1525, 0.8537], [-0.2673, -6.2781, 0.2513], [0.9637, -6.1502, -0.3903], [1.6241, -4.9258, -0.4252], [3.1632, -2.3317, -0.0451], [3.7459, -1.3375, -0.8359], [5.1256, -1.2159, -0.9517], [5.9742, -2.0758, -0.2594], [5.4155, -3.0551, 0.5573], [4.0335, -3.1812, 0.6595], [-0.6095, -3.0506, 1.2830], [-1.7846, -5.2336, 1.3575], [-0.7843, -7.2324, 0.2724], [1.4054, -7.0110, -0.8827], [2.5715, -4.8420, -0.9448], [3.0968, -0.6594, -1.3601], [5.5434, -0.4330, -1.5773], [7.0522, -1.9765, -0.3451], [6.0618, -3.7155, 1.1286], [3.6050, -3.9294, 1.3176]],
  "atomic_forces_ev_per_a": [[-0.58, -1.14, 0.14], [-0.05, -0.12, 0.12], [0.15, 0.19, 0.13], [-0.04, -0.19, -0.03], [0.32, 0.17, 0.23], [0.02, -0.01, 0.15], [0.00, 0.18, -0.15], [-0.43, -0.10, -0.20], [-0.06, -0.14, -0.13], [0.01, -0.02, 0.13], [0.19, 0.08, -0.59], [-0.77, -0.07, 0.28], [-0.51, 0.02, -0.35], [-0.37, -0.14, -0.10], [0.15, 0.02, 0.06], [-0.24, 0.09, -0.07], [0.12, -0.01, 0.06], [0.25, -0.01, 0.04], [-0.15, 0.01, -0.11], [0.17, 0.01, 0.04], [0.06, 0.00, -0.08], [0.20, 0.00, 0.18], [-0.03, -0.03, 0.04], [-0.03, -0.06, 0.02], [0.17, -0.01, 0.00], [-0.03, 0.07, 0.08], [0.04, -0.05, -0.06], [-0.05, 0.03, -0.04], [0.06, 0.03, -0.06], [0.03, -0.04, 0.01], [0.17, 0.00, 0.01], [-0.03, 0.07, 0.04], [-0.03, -0.09, 0.07], [0.05, -0.02, 0.20], [0.01, -0.08, 0.08], [-0.08, 0.02, 0.06], [0.07, -0.10, -0.08], [0.00, 0.09, -0.05], [0.06, 0.00, 0.09], [0.01, 0.00, 0.07], [0.01, 0.05, 0.05], [0.03, 0.00, 0.07], [0.01, -0.06, -0.04], [0.06, 0.10, -0.07], [-0.07, 0.00, 0.01], [0.02, 0.01, 0.04], [0.02, 0.00, 0.00], [0.07, 0.01, -0.02], [-0.08, 0.00, -0.07], [-0.04, -0.02, 0.07], [-0.17, -0.45, -0.20], [-0.12, 0.06, -0.15], [0.31, 2.42, 0.11], [-0.06, -0.12, -0.01], [0.05, -0.06, 0.08], [0.04, 0.04, -0.01], [0.17, -0.05, -0.02], [0.06, -0.01, -0.05], [-0.02, 0.06, 0.03], [-0.06, -0.06, 0.01], [2.16, -1.30, -0.37], [-0.75, 0.38, 0.21], [-0.03, -0.03, -0.08], [0.02, -0.16, 0.09], [0.07, 0.13, -0.01], [0.12, 0.06, -0.05], [0.00, 0.19, 0.05], [-0.11, 0.00, 0.16], [-0.34, 0.07, 0.22], [0.27, -0.06, 0.04], [-0.10, -0.04, 0.07], [-0.07, 0.01, -0.01], [-0.20, -0.01, -0.04], [0.11, 0.00, -0.05], [0.07, -0.10, -0.06], [0.04, 0.06, -0.03], [0.04, 0.05, 0.00], [0.02, 0.03, 0.00], [-0.01, -0.02, -0.01], [-0.21, 0.21, -0.14], [-0.04, -0.04, 0.01], [-0.07, 0.00, 0.02], [-0.06, 0.02, -0.02], [0.04, -0.01, -0.04]],
  "lowdin_spin": [0.3809, 0.0833, 0.1766, 0.3256, 0.3637, -0.0014, -0.0055, -0.0074, -0.0034, -0.0011, 0.0048, 0.0003, 0.0010, -0.0005, -0.0003, 0.0004, -0.0001, -0.0003, 0.0000, 0.0000, 0.0000, 0.0000, -0.0002, -0.0003, 0.0000, 0.0000, -0.0002, -0.0001, 0.0001, 0.0002, 0.0000, -0.0003, 0.0000, 0.0001, 0.0002, 0.0005, 0.0000, -0.0001, 0.0000, 0.0000, 0.0003, 0.0000, 0.0000, 0.0000, 0.0000, 0.0000, 0.0000, 0.0000, -0.0001, 0.0056, 0.0045, 0.0002, 0.0290, 0.0004, 0.0046, 0.0006, 0.0002, 0.0001, 0.0001, -0.0001, 0.1136, 0.2050, 0.0265, 0.0441, -0.0001, 0.0555, -0.0003, 0.0423, 0.0252, 0.0368, 0.0010, 0.0398, 0.0020, 0.0346, 0.0027, -0.0014, 0.0047, -0.0016, 0.0017, 0.0034, -0.0009, 0.0034, -0.0010, 0.0012]
}